82
Properties=species:S:1:pos:R:3:forces:R:3 method="wB97M-V/def2-TZVPD" energy_ev=-127205.168 gap_ev=9.74 e_lumo_ev=2.0 charge=-1 max_force_ha_per_bohr=0.10494
As 7.5454 10.6054 13.3209 -0.3 -0.9 -0.3
F 8.3738 11.7801 14.3931 -0.7 -0.9 -1.0
F 5.9781 11.3276 13.7991 1.6 -0.8 -0.6
F 6.7315 9.4081 12.2029 0.8 1.3 1.4
F 9.1433 9.9401 12.8348 -1.9 0.8 0.5
F 7.4040 9.3891 14.7231 0.3 1.8 -2.0
F 7.6710 11.7269 11.8606 -0.5 -1.1 2.1
C 9.2846 11.1011 8.9708 -0.6 1.4 0.3
O 9.7116 11.7779 10.1625 0.5 -1.2 -0.3
H 10.1077 10.7287 8.3609 0.1 0.2 0.1
H 8.5644 10.2982 9.1282 0.2 -0.2 0.4
H 8.7209 11.9077 8.5021 0.0 -0.4 -1.1
H 9.1290 11.4392 10.8461 0.1 0.2 0.4
C 9.3536 11.6439 17.8240 -0.7 0.5 -2.4
O 10.0552 11.2716 16.5638 0.4 -0.4 2.7
H 8.7959 10.8644 18.3432 0.4 -0.7 -0.4
H 9.9574 12.1548 18.5740 0.5 -0.1 -0.5
H 8.5550 12.3083 17.4938 0.0 0.4 0.3
H 9.5628 11.5016 15.7724 -0.6 0.2 0.3
C 5.6293 10.2348 8.5068 -0.4 -1.1 0.5
O 5.2415 9.4665 9.6908 -0.2 0.8 -1.7
H 5.6409 11.3137 8.6612 0.5 0.0 0.3
H 6.5378 9.8088 8.0811 0.5 0.5 0.3
H 4.9346 10.0991 7.6779 -0.6 -0.4 0.5
H 5.8420 9.6789 10.4091 0.2 0.1 0.2
C 5.5795 13.9032 16.0845 0.2 0.6 -1.6
O 4.2875 13.7113 15.5444 -1.3 0.0 0.9
H 6.1284 13.6129 15.1886 1.6 -0.4 0.9
H 5.7740 14.9685 16.2090 -0.3 0.0 0.3
H 5.7462 13.3685 17.0196 0.2 -0.1 -0.2
H 4.2527 12.7573 15.4424 -0.4 -0.1 -0.3
C 10.5272 14.3344 12.2233 -0.7 -0.3 -0.4
O 11.3604 15.2984 12.7988 0.8 0.7 0.5
H 9.8391 14.8263 11.5358 0.1 -0.1 -0.4
H 11.1179 13.5819 11.7008 -0.4 -0.2 -0.1
H 9.8776 13.8841 12.9738 0.2 -0.3 0.2
H 12.2682 15.0519 12.6070 -0.1 0.1 0.1
C 11.1667 8.5967 14.0407 0.6 0.3 -1.0
O 11.3503 7.8021 15.1645 0.4 -0.6 1.6
H 12.0798 8.8438 13.4992 0.7 -0.3 0.1
H 10.5810 8.0220 13.3233 -0.7 0.8 -0.1
H 10.8505 9.5848 14.3749 -0.8 -0.5 -0.1
H 11.6490 6.9208 14.9285 0.1 0.1 -0.2
C 7.2483 5.2751 12.5568 0.1 0.4 -0.2
C 6.0783 5.3063 13.5641 1.9 -0.8 0.7
C 6.0466 6.4384 14.5834 0.8 1.2 0.2
O 4.7476 6.9595 14.4645 -1.6 0.7 0.1
C 4.0781 6.3745 13.4814 -3.8 0.9 -2.0
O 2.9295 6.6720 13.0578 4.4 -1.2 1.9
O 4.8414 5.4027 12.9380 -1.2 -0.2 -0.9
H 7.3514 4.4369 11.8677 -0.9 -0.4 0.3
H 8.2280 5.2557 13.0343 -0.1 0.4 0.5
H 7.2035 6.1395 11.8943 0.0 0.3 0.2
H 6.1140 4.4369 14.2207 -0.2 -0.7 -0.6
H 6.7067 7.2887 14.4118 0.3 -0.2 -0.2
H 6.1526 6.1268 15.6225 0.2 -0.3 -0.1
C 7.6622 7.7353 18.0023 0.0 1.7 0.8
C 9.1019 7.3289 17.7315 -2.1 1.2 0.2
C 10.1300 8.2200 18.3993 0.9 3.0 -1.9
O 10.8323 7.4842 19.3421 -0.6 0.0 -0.4
C 10.3400 6.2735 19.2629 2.2 -3.6 3.4
O 10.9224 5.4211 19.9546 -2.6 0.9 -2.3
O 9.2230 6.1761 18.4888 2.3 -2.7 1.2
H 7.4388 8.7012 17.5492 -0.3 -0.2 -0.6
H 7.6398 7.9832 19.0635 0.0 -0.1 0.3
H 6.8504 7.0149 17.9027 0.4 -0.2 -0.7
H 9.2953 7.2059 16.6659 0.3 -0.3 0.1
H 9.8022 9.1349 18.8928 -0.5 -0.2 -0.3
H 10.8491 8.4938 17.6273 0.0 0.4 0.0
C 6.4641 14.7642 10.8822 -0.4 0.7 1.3
C 6.3341 16.1437 10.2023 0.7 -1.9 0.8
C 6.4399 17.4119 11.0686 -1.4 -1.2 1.3
O 7.3218 18.1982 10.3871 1.8 1.5 -1.9
C 8.0013 17.4753 9.4449 2.7 2.5 -2.3
O 8.8977 17.9358 8.6984 -3.2 -1.6 3.0
O 7.5380 16.2488 9.4243 -0.4 -0.4 -1.1
H 7.4046 14.7602 11.4330 -0.1 0.0 0.2
H 6.4508 13.7989 10.3760 -0.1 0.6 -1.0
H 5.6391 14.6756 11.5891 0.0 0.0 0.4
H 5.4045 16.2000 9.6360 0.4 0.0 -0.7
H 6.8226 17.3261 12.0856 0.0 -0.7 0.1
H 5.4605 17.8836 11.1480 0.0 0.2 -0.1

***

65
Properties=species:S:1:pos:R:3:forces:R:3 method="wB97M-V/def2-TZVPD" spin_multiplicity=2 energy_ev=-90653.620 gap_ev="6.18 / 6.86" e_lumo_ev="-7.4 / -6.7" charge=+2 max_force_ha_per_bohr=0.08460 s_squared=0.770
V 0.1548 0.0241 0.7731 0.0 -2.6 0.4
C 2.8647 -0.3209 1.1920 0.2 -0.2 0.1
C 2.3610 -0.2649 2.4948 0.2 -0.1 0.0
C 2.3668 0.9459 3.1830 0.0 0.2 0.0
C 2.8527 2.0917 2.5711 0.0 -0.1 0.1
C 3.3306 2.0397 1.2676 0.1 -0.1 -0.1
C 3.3451 0.8376 0.5805 0.1 0.1 0.0
H 3.0205 -1.2836 0.7131 -0.2 0.2 0.0
H 2.1064 -1.1808 3.0184 -0.1 0.1 -0.1
H 2.0567 0.9743 4.2190 -0.1 0.0 0.1
H 2.8985 3.0220 3.1201 0.0 0.1 0.0
H 3.7349 2.9307 0.8090 0.0 0.0 -0.1
H 3.7740 0.7876 -0.4119 -0.1 0.0 0.0
I -1.5834 7.2923 -0.3453 0.2 -0.5 0.1
C -0.8353 5.3369 -0.1357 -0.1 0.3 0.0
C -0.2140 4.7182 -1.2171 -0.1 0.2 0.1
C 0.2655 3.4354 -1.0699 0.3 -1.1 0.1
I 1.1546 2.3769 -2.6527 -0.1 0.5 0.1
C 0.1423 2.7439 0.1467 -1.4 4.1 -0.2
O 0.4683 1.5013 0.2688 2.0 2.8 -1.6
C -0.4795 3.3889 1.2409 0.3 -0.6 -0.5
C -0.4987 2.6857 2.5700 0.2 0.6 0.1
N -0.8536 1.2582 2.5078 0.4 -0.6 0.0
C -2.2881 1.0245 2.3279 -0.4 -0.1 0.1
C -2.6581 0.8119 0.8863 -0.8 0.4 0.1
C -3.9504 1.1063 0.4581 0.3 -0.1 0.1
C -4.3117 0.8667 -0.8554 0.3 -0.1 0.0
C -3.3516 0.3522 -1.7185 0.0 0.1 0.3
C -2.0906 0.0819 -1.2187 -0.3 -0.1 -1.0
N -1.7515 0.2920 0.0545 0.0 0.1 0.1
C -0.9680 4.6706 1.0812 0.0 0.2 -0.1
H -0.1156 5.2321 -2.1617 0.0 0.0 0.0
H -1.1753 3.2254 3.2468 0.1 -0.2 -0.1
H 0.5151 2.7590 2.9823 -0.3 -0.1 0.0
H -0.5742 0.8455 3.3984 0.0 0.1 -0.2
H -2.8845 1.8548 2.7348 0.1 -0.2 -0.1
H -2.5769 0.1180 2.8763 0.1 0.2 0.0
H -4.6565 1.5189 1.1632 0.0 0.0 0.0
H -5.3120 1.0845 -1.1967 -0.1 0.0 0.0
H -3.5777 0.1701 -2.7582 0.1 -0.1 0.0
H -1.3196 -0.3212 -1.8667 -0.2 0.1 0.1
H -1.4503 5.1678 1.9095 0.0 0.0 0.1
C 0.4273 -2.0339 -4.5550 0.2 0.0 0.0
C 1.7015 -2.3555 -3.7811 -0.2 0.4 -0.5
N 1.4227 -3.1521 -2.5991 0.1 -0.5 0.3
C 1.0693 -2.6575 -1.4284 -0.2 0.2 0.7
S 0.9678 -0.9354 -1.2706 0.2 0.2 -0.5
N 0.8257 -3.4195 -0.3721 -0.1 0.0 0.2
C 0.8129 -4.8761 -0.3599 -0.2 -0.3 -0.2
C -0.4422 -5.4498 -1.0106 0.2 0.0 0.1
H 0.6895 -1.4671 -5.4425 0.0 0.1 -0.2
H -0.2480 -1.4320 -3.9508 -0.1 0.0 0.0
H -0.0875 -2.9399 -4.8661 0.0 -0.1 0.0
H 2.1903 -1.4300 -3.4645 0.1 -0.2 -0.1
H 2.3873 -2.9230 -4.4106 0.0 0.1 0.1
H 1.4573 -4.1570 -2.7106 0.0 0.1 0.1
H 0.4987 -2.9294 0.4568 0.2 -0.1 -0.5
H 0.8621 -5.1917 0.6820 0.1 0.0 -0.1
H 1.7151 -5.2413 -0.8588 0.0 0.0 0.1
H -1.3318 -5.1595 -0.4584 -0.1 0.1 0.0
H -0.3857 -6.5337 -1.0099 0.0 -0.1 0.0
H -0.5522 -5.1135 -2.0380 -0.1 0.0 -0.1
O -0.9383 -3.0901 3.1970 0.0 0.0 0.0
C -0.6493 -2.2668 2.4363 -0.5 -1.2 1.1
N -0.3271 -1.4472 1.6256 -0.5 -1.8 1.0

***

11
Properties=species:S:1:pos:R:3:forces:R:3 method="wB97M-V/def2-TZVPD" spin_multiplicity=3 energy_ev=-11985.849 gap_ev="5.80 / 7.68" e_lumo_ev="-6.0 / -7.1" charge=+1 max_force_ha_per_bohr=0.11804 s_squared=2.034
H 0.8129 -0.2599 2.6622 0.8 2.0 -2.7
O 1.7127 -2.0129 2.8970 0.1 -1.9 1.0
C 2.2889 -1.3831 1.9955 -0.8 1.7 -2.8
C 1.6632 -0.0734 1.8054 -1.6 -3.3 4.8
C 2.2987 1.0918 1.6335 0.4 3.4 0.0
C 1.5587 2.3488 1.7994 -0.8 -4.3 -0.8
O 2.0954 3.4449 1.7871 1.7 1.5 0.1
Au 0.9615 5.0810 1.7018 -0.5 1.2 0.0
H 2.6129 -1.8960 1.0693 0.7 -0.2 0.6
H 3.3883 1.1540 1.5572 -0.4 0.0 -0.5
H 0.4528 2.2655 1.8278 0.5 -0.1 0.3

***

15
Properties=species:S:1:pos:R:3:forces:R:3 method="wB97M-V/def2-TZVPD" energy_ev=-8294.457 gap_ev=8.51 e_lumo_ev=1.0 max_force_ha_per_bohr=0.00787 smiles=Cn1ccc(N)c1
C -0.6264 -1.6866 1.4445 0.0 -0.1 0.1
N -0.3990 -0.5434 0.5952 0.0 0.2 -0.1
C -1.2687 0.4729 0.3368 0.1 -0.1 0.0
C -0.6572 1.3714 -0.5175 0.1 0.0 0.0
C 0.6477 0.8581 -0.7958 -0.2 -0.1 0.2
N 1.7003 1.3715 -1.5934 0.0 -0.2 -0.3
C 0.7755 -0.3007 -0.0734 0.1 0.0 0.1
H -1.6974 -1.7874 1.6363 0.2 0.0 0.0
H -0.2761 -2.5981 0.9482 -0.1 0.2 0.1
H -0.0942 -1.5746 2.3953 -0.1 -0.1 -0.1
H -2.2622 0.4633 0.7752 0.3 0.1 -0.2
H -1.0943 2.3040 -0.8537 0.1 -0.2 -0.1
H 1.3761 1.9268 -2.3727 -0.2 0.2 0.1
H 2.2148 0.5959 -2.0108 -0.1 0.3 0.3
H 1.6645 -0.8933 0.0871 -0.2 -0.2 -0.1

***

22
Properties=species:S:1:pos:R:3:forces:R:3 method="wB97M-V/def2-TZVPD" spin_multiplicity=2 energy_ev=-49512.783 gap_ev="11.97 / 6.21" e_lumo_ev="-3.7 / -9.5" charge=+1 max_force_ha_per_bohr=0.18553 s_squared=0.761
Na -16.7775 -17.0616 1.6038 0.1 -0.1 0.2
N -14.6388 -18.3326 -1.3612 -2.7 2.9 -1.5
S -14.7479 -19.7787 -1.8116 3.3 -8.5 2.9
O -14.0660 -20.0056 -3.0508 -0.9 0.8 -0.2
O -15.8295 -20.6262 -1.3720 -0.4 2.0 -1.8
F -13.7222 -20.2847 -0.6918 0.3 0.5 -1.0
S -16.1792 -17.7719 -1.7721 -4.3 5.7 0.1
O -17.1466 -17.8116 -0.6737 2.5 -0.9 -1.2
O -16.6865 -18.0001 -3.0928 1.7 -0.7 1.4
F -15.7929 -16.1861 -1.7457 0.2 -2.2 -0.1
O -14.3676 -17.6388 1.0958 -0.5 0.5 1.2
H -13.9537 -16.7999 0.8926 0.5 0.0 -0.1
H -14.5480 -18.0305 0.2412 0.4 -0.2 0.3
O -18.2292 -16.5035 3.4914 0.3 -0.2 -0.4
H -19.0647 -16.0368 3.4718 -0.3 0.1 -0.1
H -17.7910 -16.1783 4.2778 0.1 0.1 0.3
O -16.4111 -19.5994 1.8091 -0.1 0.6 -0.2
H -15.9990 -19.9673 2.5908 0.3 -0.1 0.2
H -17.2641 -20.0311 1.7617 -0.3 -0.3 -0.1
O -15.7409 -14.9174 1.0934 -0.1 -0.5 0.1
H -14.7950 -15.0506 1.1553 0.2 0.2 0.1
H -15.8361 -14.0307 0.7456 -0.2 0.3 -0.1